Entry A
Density functional theory data (ωB97M-V with the def2-TZVPD basis set) for a single C6H13N molecule.

Computed properties:
Frontier orbital gap (eV): 5.85
Highest occupied orbital energy (hartree): -0.2546
E_LUMO (eV): -1.08

XYZ file:
```
20
C6H13N (ωB97M-V with the def2-TZVPD basis set)
C 0.60 -1.85 -1.62
C 1.34 -0.65 -1.04
C 1.28 -0.54 0.52
N -0.28 1.64 -0.45
C -0.88 0.69 0.43
C -0.12 -0.37 1.02
C -2.00 1.29 1.23
H 1.14 -2.79 -1.49
H 0.34 -1.71 -2.66
H -0.32 -2.04 -1.07
H 0.83 0.42 -1.20
H 2.36 -0.53 -1.41
H 1.71 -1.46 0.89
H 1.73 0.44 0.74
H -0.01 2.40 0.17
H -0.97 -0.28 -0.29
H -0.27 -0.40 2.09
H -1.60 1.69 2.17
H -2.43 2.10 0.69
H -2.75 0.54 1.52
```

---

Entry B
Density functional theory data (ωB97M-V with the def2-TZVPD basis set) for a single C6H13N molecule.

Computed properties:
Frontier orbital gap (eV): 8.99
Structure (SMILES): C=C(CCC)NC
Highest occupied orbital energy (hartree): -0.2923
E_LUMO (eV): 1.04

XYZ file:
```
20
C6H13N (ωB97M-V with the def2-TZVPD basis set)
C -1.77 -1.23 0.28
C -0.95 -0.41 -0.41
C -0.42 0.85 0.22
C 0.95 0.85 0.90
C 1.02 0.14 2.27
N -0.81 -0.53 -1.81
C 0.45 -0.19 -2.42
H -2.14 -2.21 0.00
H -2.23 -0.71 1.11
H -1.12 1.24 0.97
H -0.37 1.57 -0.61
H 1.76 0.41 0.32
H 1.13 1.90 1.16
H 0.93 0.90 3.07
H 2.04 -0.17 2.53
H 0.34 -0.71 2.37
H -1.31 -1.38 -2.06
H 0.88 0.75 -2.10
H 1.28 -0.91 -2.27
H 0.33 -0.16 -3.52
```

---

Entry C
Density functional theory data (ωB97M-V with the def2-TZVPD basis set) for a single C6H13N molecule.

Computed properties:
Frontier orbital gap (eV): 8.88
Structure (SMILES): CCN1CCCC1
Highest occupied orbital energy (hartree): -0.2844
E_LUMO (eV): 1.14

XYZ file:
```
20
C6H13N (ωB97M-V with the def2-TZVPD basis set)
C 1.53 -0.13 2.20
C 0.49 0.72 1.49
N -0.18 0.12 0.35
C 0.57 -0.82 -0.44
C -0.15 -0.86 -1.81
C -1.43 -0.06 -1.57
C -1.10 0.94 -0.46
H 1.32 -1.19 2.15
H 2.53 0.22 1.92
H 1.65 0.27 3.22
H 0.92 1.70 1.20
H -0.30 1.00 2.20
H 1.60 -0.47 -0.55
H 0.67 -1.81 0.02
H -0.42 -1.86 -2.15
H 0.61 -0.36 -2.42
H -1.70 0.46 -2.49
H -2.20 -0.72 -1.18
H -1.91 1.21 0.23
H -0.70 1.93 -0.71
```

---

Entry D
Density functional theory data (ωB97M-V with the def2-TZVPD basis set) for a single C6H13N molecule.

Computed properties:
Frontier orbital gap (eV): 4.08
Highest occupied orbital energy (hartree): -0.2510
E_LUMO (eV): -2.75

XYZ file:
```
20
C6H13N (ωB97M-V with the def2-TZVPD basis set)
C 2.34 -0.53 0.69
N 1.96 0.71 0.02
C -0.59 1.10 0.15
C -1.49 0.08 0.92
C -2.88 -0.02 0.57
C 0.77 0.70 -0.76
C 0.62 -0.58 -1.59
H 1.49 -0.88 1.41
H 3.07 -0.25 1.47
H 2.59 -1.56 0.20
H -0.53 2.00 0.81
H -1.19 1.61 -0.65
H -0.81 -0.30 1.69
H -1.52 -0.53 0.00
H -3.44 -0.95 0.46
H -3.49 0.54 1.27
H 1.14 1.38 -1.56
H -0.19 -0.39 -2.29
H 0.41 -1.45 -0.82
H 1.73 -0.71 -1.98
```

---

Stability check: which of them is least stable? entry D.

---

Entry A
Density functional theory data (ωB97M-V with the def2-TZVPD basis set) for 2 unconnected molecules or ions with the total composition C2H8N3.

Computed properties:
Frontier orbital gap (eV): 8.94
Highest occupied orbital energy (hartree): -0.4902
Net charge: +1
E_LUMO (eV): -4.40

XYZ file:
```
13
C2H8N3 (ωB97M-V with the def2-TZVPD basis set)
C 0.59 1.15 0.56
C -0.56 1.63 -0.18
N -0.42 -2.06 -0.55
N 1.47 1.13 1.35
N 0.21 -1.10 0.36
H -0.27 1.61 -1.17
H -0.77 2.61 0.15
H -1.44 0.96 0.00
H 0.09 -2.07 -1.48
H -1.32 -1.51 -0.76
H 2.48 1.08 1.58
H -0.16 -1.44 1.29
H 1.18 -1.34 0.39
```

---

Entry B
Density functional theory data (ωB97M-V with the def2-TZVPD basis set) for a gas-phase ion, C2H8N3 (charge +1).

Computed properties:
Frontier orbital gap (eV): 10.36
Structure (SMILES): C/[NH+]=C/NN
Highest occupied orbital energy (hartree): -0.5088
Net charge: +1
E_LUMO (eV): -3.48

XYZ file:
```
13
C2H8N3 (ωB97M-V with the def2-TZVPD basis set)
C 0.78 0.05 -1.93
N 0.44 -0.16 -0.54
C -0.68 -0.44 0.04
N -0.88 -0.25 1.33
N -0.04 0.35 2.17
H -0.13 0.20 -2.56
H 1.56 0.73 -2.02
H 1.14 -0.83 -2.41
H 1.27 0.28 -0.02
H -1.40 -0.96 -0.44
H -1.75 -0.59 1.73
H -0.53 0.42 3.06
H 0.22 1.20 1.59
```

---

Stability check: which of them is least stable? entry A.

---

Entry A
Density functional theory data (ωB97M-V with the def2-TZVPD basis set) for a gas-phase ion, C2H8N3 (charge +1).

Computed properties:
Frontier orbital gap (eV): 11.17
Structure (SMILES): C1NC[NH2+]N1
Highest occupied orbital energy (hartree): -0.5461
Net charge: +1
E_LUMO (eV): -3.69

XYZ file:
```
13
C2H8N3 (ωB97M-V with the def2-TZVPD basis set)
C 0.28 -1.22 0.26
N 1.23 -0.25 -0.20
C 0.64 1.02 0.15
N -0.94 0.72 0.04
N -1.05 -0.72 -0.05
H 0.52 -2.23 -0.30
H 0.51 -1.22 1.40
H 1.57 -0.48 -1.10
H 0.70 1.44 1.07
H 0.98 1.73 -0.51
H -1.55 1.03 0.94
H -1.44 1.07 -0.75
H -1.45 -0.87 -0.95
```

---

Entry B
Density functional theory data (ωB97M-V with the def2-TZVPD basis set) for a gas-phase ion, C2H8N3 (charge +1).

Computed properties:
Frontier orbital gap (alpha / beta) (eV): 9.56 / 9.40
Structure (SMILES): [H]/N=[N+](\N)CC
Highest occupied orbital energy (alpha / beta) (hartree): -0.5847 / -0.5756
Net charge: +1
E_LUMO (alpha / beta) (eV): -6.35 / -6.26

XYZ file:
```
13
C2H8N3 (ωB97M-V with the def2-TZVPD basis set)
H 2.37 1.32 -0.83
N 1.43 1.43 -1.09
N 0.71 0.41 -0.38
N 1.42 -0.28 0.48
C -0.62 -0.02 -0.65
C -1.48 -0.41 0.60
H 0.93 -1.00 1.02
H 2.28 0.18 0.85
H -1.08 0.78 -1.18
H -0.57 -0.84 -1.36
H -1.73 0.47 1.22
H -2.44 -0.67 0.17
H -1.21 -1.36 1.15
```

---

Entry C
Density functional theory data (ωB97M-V with the def2-TZVPD basis set) for 2 unconnected molecules or ions with the total composition C2H8N3.

Computed properties:
Frontier orbital gap (eV): 9.42
Highest occupied orbital energy (hartree): -0.5317
Net charge: +1
E_LUMO (eV): -5.05

XYZ file:
```
13
C2H8N3 (ωB97M-V with the def2-TZVPD basis set)
N -0.61 -1.21 -0.85
C -1.52 -0.68 0.08
N -1.59 0.61 0.35
H -0.51 -2.20 -0.81
H -0.76 -0.97 -1.82
H -2.14 -1.44 0.56
H -2.30 0.73 1.11
C 1.44 1.46 0.41
N 1.64 0.20 0.10
H 0.50 1.97 0.20
H 2.36 1.98 0.74
H 2.61 -0.05 0.19
H 0.88 -0.42 -0.27
```

---

Entry D
Density functional theory data (ωB97M-V with the def2-TZVPD basis set) for a gas-phase ion, C2H8N3 (charge +1).

Computed properties:
Frontier orbital gap (eV): 9.30
Structure (SMILES): NN1C[C@H]1[NH3+]
Highest occupied orbital energy (hartree): -0.4839
Net charge: +1
E_LUMO (eV): -3.87

XYZ file:
```
13
C2H8N3 (ωB97M-V with the def2-TZVPD basis set)
N 1.75 0.60 -0.35
N 0.70 0.05 0.46
C 0.30 -1.31 0.30
C -0.48 -0.19 -0.37
N -1.69 0.51 0.17
H 2.69 0.41 0.20
H 1.55 1.61 -0.28
H -0.02 -1.97 1.10
H 1.12 -1.69 -0.37
H -0.22 -0.06 -1.43
H -2.50 0.22 -0.45
H -1.44 1.43 -0.18
H -1.77 0.38 1.19
```

---

Stability check: which of them is least stable? entry B.

---

Entry A
Density functional theory data (ωB97M-V with the def2-TZVPD basis set) for 2 unconnected molecules or ions with the total composition C6H6N2O2.

Computed properties:
Frontier orbital gap (eV): 7.67
Highest occupied orbital energy (hartree): -0.3228
E_LUMO (eV): -1.12

XYZ file:
```
16
C6H6N2O2 (ωB97M-V with the def2-TZVPD basis set)
C 0.24 1.04 -0.13
C 1.71 1.09 0.02
C 2.53 -0.03 0.12
C 1.98 -1.30 -0.01
C 0.67 -1.59 -0.18
C -0.09 -0.34 -0.18
H -0.23 3.31 0.99
H -1.57 1.97 0.52
H 1.89 2.18 0.15
H 3.48 0.09 0.45
H 2.72 -2.21 -0.18
H 0.12 -2.41 -0.53
N -0.42 2.09 0.04
N -1.53 -0.47 -0.08
O -2.16 -1.48 0.58
O -2.20 0.52 -0.45
```

---

Entry B
Density functional theory data (ωB97M-V with the def2-TZVPD basis set) for 2 unconnected molecules or ions with the total composition C6H6N2O2.

Computed properties:
Frontier orbital gap (eV): 9.87
Structure (SMILES): O=c1cc[nH]c(=O)[nH]1.C#C
Highest occupied orbital energy (hartree): -0.3478
E_LUMO (eV): 0.40

XYZ file:
```
16
C6H6N2O2 (ωB97M-V with the def2-TZVPD basis set)
O -1.68 -0.44 0.44
C -0.70 -0.06 -0.11
C 0.68 -0.36 0.12
C 1.65 0.04 -0.71
N 1.29 0.98 -1.68
C -0.04 1.23 -2.18
O -0.43 1.74 -3.22
N -0.92 0.84 -1.19
H 0.90 -0.85 1.19
H 2.71 -0.18 -0.66
H 2.07 1.36 -2.15
H -1.82 0.90 -1.53
C -0.66 -1.68 2.54
C -1.17 -0.86 3.25
H -0.18 -2.50 2.05
H -1.71 -0.16 3.84
```

---

Stability check: which of them is least stable? entry A.

---

Entry A
Density functional theory data (ωB97M-V with the def2-TZVPD basis set) for 2 unconnected molecules or ions with the total composition C6H6N2O2.

Computed properties:
Frontier orbital gap (eV): 9.62
Structure (SMILES): O=c1cc[nH]c(=O)[nH]1.C#C
Highest occupied orbital energy (hartree): -0.3415
E_LUMO (eV): 0.33

XYZ file:
```
16
C6H6N2O2 (ωB97M-V with the def2-TZVPD basis set)
O 2.41 -0.06 -1.33
C 1.60 -0.39 -0.54
C 1.64 -0.13 0.83
C 0.38 -0.19 1.49
N -0.69 -0.83 0.98
C -0.75 -1.20 -0.35
O -1.66 -1.78 -0.89
N 0.41 -0.94 -1.02
H 2.63 0.16 1.34
H 0.16 0.11 2.50
H -1.39 -1.10 1.58
H 0.28 -1.06 -2.06
C -1.72 1.43 -0.69
C -0.75 2.14 -0.43
H -2.47 0.75 -0.91
H -0.08 3.08 -0.51
```

---

Entry B
Density functional theory data (ωB97M-V with the def2-TZVPD basis set) for a single C6H6N2O2 molecule.

Computed properties:
Frontier orbital gap (eV): 8.48
Highest occupied orbital energy (hartree): -0.3016
E_LUMO (eV): 0.28

XYZ file:
```
16
C6H6N2O2 (ωB97M-V with the def2-TZVPD basis set)
C -2.77 -0.78 0.01
C -2.85 0.38 -0.24
C 2.21 -0.56 0.06
C 2.07 0.88 -0.10
C 0.86 1.48 0.09
C -0.26 -0.73 0.07
H -2.76 -1.84 0.30
H -2.73 1.43 -0.46
H 0.85 -2.23 -0.05
H 3.01 1.50 -0.27
H 0.81 2.60 -0.01
H -1.22 1.02 0.27
N 1.04 -1.24 0.24
N -0.30 0.72 0.31
O 3.24 -1.18 -0.17
O -1.21 -1.45 -0.06
```

---

Stability check: which of them is least stable? entry B.

---

Entry A
Density functional theory data (ωB97M-V with the def2-TZVPD basis set) for a molecular structure, H6IO3.

Computed properties:
Frontier orbital gap (eV): 7.51
Highest occupied orbital energy (hartree): -0.1426
Net charge: -1
E_LUMO (eV): 3.63

XYZ file:
```
10
H6IO3 (ωB97M-V with the def2-TZVPD basis set)
I 0.03 1.31 -0.38
O 1.75 -0.75 0.02
H 1.39 0.14 0.03
H 1.52 -1.10 0.88
O -0.12 -0.68 -2.05
H 0.14 -0.14 -1.29
H -0.60 -1.41 -1.67
O -1.74 0.77 1.53
H -1.24 0.80 0.72
H -1.13 1.07 2.20
```

---

Entry B
Density functional theory data (ωB97M-V with the def2-TZVPD basis set) for 4 unconnected molecules or ions with the total composition H6IO3.

Computed properties:
Frontier orbital gap (eV): 7.90
Highest occupied orbital energy (hartree): -0.1614
Net charge: -1
E_LUMO (eV): 3.51

XYZ file:
```
10
H6IO3 (ωB97M-V with the def2-TZVPD basis set)
I -0.98 1.29 -0.49
O 0.89 -0.71 -2.84
H 1.21 -0.12 -3.51
H 0.28 -0.15 -2.37
O 1.44 -0.99 0.73
H 0.52 -0.70 0.68
H 1.80 -0.69 -0.08
O -1.95 0.44 2.85
H -1.32 1.14 3.15
H -1.90 0.49 1.89
```

---

Entry C
Density functional theory data (ωB97M-V with the def2-TZVPD basis set) for 4 unconnected molecules or ions with the total composition H6IO3.

Computed properties:
Frontier orbital gap (eV): 7.92
Highest occupied orbital energy (hartree): -0.1582
Net charge: -1
E_LUMO (eV): 3.62

XYZ file:
```
10
H6IO3 (ωB97M-V with the def2-TZVPD basis set)
I -0.96 -0.50 -1.33
O -0.42 1.71 1.41
H -0.86 2.55 1.29
H -0.75 1.11 0.75
O -0.82 -2.08 1.97
H -1.35 -2.84 2.07
H -0.98 -1.81 1.06
O 2.19 0.42 -2.69
H 1.35 0.26 -2.28
H 2.58 1.18 -2.26
```

---

Stability check: which of them is least stable? entry A.